1.
15
Properties=species:S:1:pos:R:3:forces:R:3 method="wB97M-V/def2-TZVPD" total_charge=-1 spin_multiplicity=1 e_above_lowest_kcal_mol=34.8 lumo_energy_ev=3.63 total_energy_ev=-21702.73431 orbital_gap_ev=7.37 e_homo_ev=-3.7
C -1.844612 -0.883552 -0.711486 -2.4 0.2 -1.9
C -0.700806 -0.597880 -0.181293 2.8 0.2 3.3
C 2.493440 1.003045 0.005824 -1.4 -1.4 -2.8
C -0.944874 1.451741 1.539884 1.6 -1.9 -1.4
C -0.019687 0.769368 0.055581 -1.3 1.0 0.7
N 1.314222 0.776704 0.602193 -0.7 -1.0 -0.6
O 2.828980 1.003673 -1.189058 -1.2 0.5 0.9
O -0.327851 1.221620 2.572222 -0.7 0.5 -0.5
S -2.418903 2.033071 1.060996 -0.5 0.6 0.4
H -2.361779 -1.831995 -0.481825 0.4 0.6 -0.4
H -2.340244 -0.134952 -1.355966 0.0 -0.6 0.4
H -0.403867 -1.428087 0.560710 0.4 1.4 -1.0
H 3.225224 1.083516 0.698391 2.7 0.4 2.7
H -0.107670 1.611506 -0.692764 -0.2 -1.5 0.5
H 1.271816 0.422980 1.565095 0.5 0.9 -0.2

=====

2.
11
Properties=species:S:1:pos:R:3:forces:R:3 method="wB97M-V/def2-TZVPD" spin_multiplicity=1 e_above_lowest_kcal_mol=24.9 lumo_energy_ev="-0.07 / -0.07" total_energy_ev=-79810.10022 orbital_gap_ev="9.26 / 9.26" e_homo_ev="-9.3 / -9.3"
C 1.297841 0.407889 0.403128 0.1 0.0 0.1
C 0.230987 -0.567795 0.050896 -2.3 1.0 -0.8
N -1.375561 0.608899 -0.669735 3.7 -2.3 1.1
O -1.189268 1.519211 -1.410864 -0.9 0.5 -0.2
O -2.365285 0.113512 -0.199536 -1.2 0.5 -0.3
O -0.474838 -1.122516 1.017348 0.5 0.1 0.1
Br 0.611625 -1.711780 -1.477405 -0.1 0.3 0.4
H 2.043353 -0.072309 1.040863 0.0 -0.1 -0.1
H 1.785530 0.784950 -0.491550 -0.1 0.0 0.0
H 0.867648 1.237915 0.962324 -0.1 -0.1 0.0
H -1.432033 -1.197973 0.774532 0.3 0.2 -0.3

=====

3.
8
Properties=species:S:1:pos:R:3:forces:R:3 method="wB97M-V/def2-TZVPD" total_charge=+1 spin_multiplicity=2 e_above_lowest_kcal_mol=0.0 lumo_energy_ev="-4.60 / -5.08" total_energy_ev=-7251.81663 orbital_gap_ev="6.51 / 9.97" e_homo_ev="-11.1 / -15.1"
C 0.121229 0.925695 0.474588 0.0 -1.0 -1.4
C 0.262135 0.873311 1.794838 -0.2 0.0 2.2
O 0.299006 0.797731 2.944867 0.1 0.1 -1.7
H -0.612353 1.633937 0.081799 0.3 0.0 0.2
Y -1.254170 -1.402918 -0.398623 2.0 0.5 -1.6
O 0.141416 -1.451925 -1.981088 -2.0 0.0 2.2
H 0.989844 0.626845 -0.156541 -0.6 0.4 0.5
H 0.052894 -2.002676 -2.759840 0.3 0.0 -0.4